1.
A structure of composition C39H52AsCl5N2NaOPS, computed with ωB97M-V with the def2-TZVPD basis set.

Its gap between HOMO and LUMO is 7.63 eV. The calculation puts the HOMO energy at -8.00 eV. The calculation puts the energy relative to the best compared isomer or geometry (same formula, charge and spin) at 2.85 kcal/mol. Its total energy is -7140.60100 a.u.

Positions of all 103 atoms, in Å:
O: 2.132 -0.840 -1.178
Cl: 1.867 -4.375 -3.322
C: -1.764 4.145 -2.466
H: -5.693 1.541 1.942
H: 3.466 2.434 -3.372
C: 1.090 -0.443 -3.583
Cl: -2.326 -1.605 -1.325
N: -0.903 1.650 -1.622
H: 0.041 -0.483 -3.305
H: -2.634 3.731 1.925
H: -4.869 2.751 2.914
C: -2.023 1.786 -2.319
C: 7.411 0.509 -4.928
C: -0.342 -3.154 -2.324
H: 8.168 0.867 -4.230
H: 5.657 2.527 -4.508
H: -2.568 0.875 -2.526
H: 3.033 -5.391 0.832
H: 1.236 0.215 -4.435
H: -2.171 2.816 5.392
H: 7.397 1.193 -5.776
H: -4.145 -0.090 5.017
H: -1.713 2.774 0.775
H: 2.505 3.283 2.807
H: 0.919 3.299 2.006
C: 3.502 1.851 0.512
H: -5.422 -1.051 4.293
H: -3.145 -1.426 3.292
H: -5.369 3.132 1.275
C: 2.441 -4.671 0.267
H: 3.088 2.639 -0.116
C: -3.807 -0.629 2.932
C: -0.479 -2.859 2.837
H: -3.567 1.789 5.098
H: 3.124 -3.931 -0.145
H: 3.871 1.113 3.431
H: -3.255 3.175 4.062
H: 2.666 -0.147 3.774
C: 1.415 -4.028 1.151
C: 1.804 -3.151 2.158
C: -0.215 2.748 -1.334
C: -2.502 3.009 -2.769
H: -1.935 -3.920 1.674
H: 1.471 -1.442 -3.778
H: -5.308 -0.506 1.352
C: 5.289 1.585 -4.125
H: 2.855 -2.926 2.287
H: 3.909 -0.430 2.549
H: -3.978 -1.590 0.981
C: 0.869 -2.580 3.001
H: -0.006 4.885 -1.466
H: 6.179 -1.659 -3.861
H: 4.277 2.278 1.150
H: 3.979 -1.761 -2.725
H: -3.130 3.678 0.242
C: 4.353 -0.831 -3.128
Na: 0.415 -1.742 -0.440
P: -2.597 0.599 2.237
S: 2.009 0.249 -2.214
C: -3.615 1.879 1.348
C: 4.059 1.537 -3.491
H: 7.725 -0.470 -5.284
H: 0.689 2.606 -0.754
H: -0.259 -4.953 0.193
H: -3.419 3.071 -3.335
H: -1.206 -2.412 3.497
H: -5.209 -2.070 2.139
H: -0.358 -0.010 3.911
C: -4.616 -1.229 1.780
C: 5.583 -0.763 -3.758
H: -3.817 1.387 0.387
H: 1.132 2.425 3.524
H: -1.700 -0.205 5.037
C: -0.654 -4.567 -4.299
Cl: -3.028 -4.929 -5.556
C: -1.897 1.506 3.705
C: -2.012 -4.248 -4.344
Cl: -4.206 -2.915 -3.464
H: -0.515 1.060 5.312
C: -4.713 -0.245 4.100
C: -2.782 2.363 4.607
C: 0.059 -4.294 0.990
C: -2.208 5.442 -2.910
H: -1.186 2.183 3.217
C: -0.885 -3.709 1.822
C: -2.718 3.081 1.055
N: -2.561 6.473 -3.262
C: 3.260 0.323 2.993
C: -1.670 -2.846 -2.455
C: -1.070 0.530 4.535
H: 1.976 -5.187 -0.566
Cl: 0.009 -5.625 -5.492
C: 0.127 -4.008 -3.294
C: -4.959 2.343 1.910
H: -5.289 0.657 3.909
C: -2.536 -3.357 -3.409
As: 2.081 1.057 1.610
C: -0.594 4.019 -1.728
C: 6.066 0.440 -4.265
C: 3.597 0.326 -3.007
H: 1.191 -1.916 3.790
C: 1.615 2.696 2.588
H: 3.942 1.089 -0.128



2.
A structure of composition C34H31AsF6OPRhTe in a non-equilibrium geometry, computed with ωB97M-V with the def2-TZVPD basis set.

Its gap between HOMO and LUMO (alpha / beta) is 5.70 / 6.68 eV. The calculation puts the HOMO energy (alpha / beta) at -3.50 / -4.75 eV. Its charge is -1. As for the expectation value of S²: 8.813. Its spin multiplicity is 6. The calculation puts the energy relative to the best compared isomer or geometry (same formula, charge and spin) at 0.00 kcal/mol. Its total energy is -4944.41497 a.u.

Positions of all 76 atoms, in Å:
As: 11.226 11.114 12.625
C: 10.412 17.622 12.761
H: 9.814 5.770 10.907
F: 15.953 13.129 10.097
F: 15.115 12.153 12.102
C: 11.774 13.971 8.959
H: 13.615 13.081 8.697
C: 10.498 13.351 10.933
C: 12.681 12.986 9.199
C: 12.642 14.234 14.047
C: 12.540 12.114 10.309
C: 12.121 15.956 12.287
F: 14.759 14.363 11.521
H: 10.059 7.594 9.201
C: 13.499 16.018 18.476
C: 11.376 15.063 18.752
H: 9.856 18.467 12.316
H: 6.597 12.820 15.876
C: 14.020 14.848 17.966
H: 12.815 15.472 11.617
Rh: 13.740 12.572 14.270
H: 15.810 13.821 17.679
C: 12.027 15.427 13.650
P: 16.037 13.452 11.723
C: 15.437 14.810 17.471
H: 11.156 17.962 18.215
C: 9.788 12.759 14.625
H: 9.885 14.931 9.608
C: 10.730 9.338 12.034
C: 11.634 17.525 19.103
H: 11.271 11.989 19.058
C: 7.440 12.546 15.223
H: 11.481 17.350 10.882
C: 11.362 12.260 11.112
H: 15.365 14.976 16.386
C: 8.714 13.154 15.348
C: 7.322 11.461 14.378
H: 9.845 12.924 18.531
C: 12.143 16.177 18.827
H: 11.980 14.687 8.119
C: 11.839 13.847 18.308
C: 10.143 6.748 11.237
C: 10.377 7.052 12.551
H: 12.496 18.212 19.359
C: 10.245 7.752 10.280
H: 8.773 14.000 16.000
Te: 13.794 12.042 16.917
H: 9.517 17.506 14.697
H: 10.739 13.211 14.854
F: 17.316 12.527 11.913
H: 10.401 6.249 13.261
C: 10.877 12.658 18.276
C: 10.635 8.312 12.958
C: 10.649 14.127 9.798
H: 14.133 16.957 18.655
H: 9.693 13.572 11.620
C: 11.347 16.975 11.899
C: 11.110 16.110 14.528
H: 16.020 15.615 17.828
H: 10.815 12.095 17.357
C: 13.150 13.762 17.854
H: 8.308 10.205 12.921
H: 10.897 8.494 13.993
C: 10.316 17.108 14.080
C: 9.724 11.645 13.715
C: 8.449 11.041 13.640
H: 13.297 11.382 10.521
H: 10.343 15.110 19.205
F: 15.945 13.801 13.328
F: 16.961 14.742 11.436
H: 10.901 17.539 19.912
H: 10.501 9.818 9.853
C: 10.482 9.074 10.659
H: 11.013 15.726 15.533
O: 12.747 10.897 13.352
H: 6.439 10.789 14.246



3.
The molecule C22H24N4O3S, computed with ωB97M-V with the def2-TZVPD basis set.

Its gap between HOMO and LUMO is 8.52 eV. The calculation puts the HOMO energy at -7.96 eV. The calculation puts the energy relative to the best compared isomer or geometry (same formula, charge and spin) at 22.01 kcal/mol. Its total energy is -1695.71329 a.u.

Positions of all 54 atoms, in Å:
H: 2.259 1.952 0.268
C: 2.157 -3.236 -1.930
C: 0.179 -0.915 -2.914
C: 1.683 -0.823 -2.586
C: 0.825 -3.888 -1.635
H: 2.936 -3.679 -1.302
C: -1.388 2.573 -0.111
C: -1.620 -4.985 -1.219
H: -1.759 -4.773 -3.360
H: -3.492 4.192 5.363
C: -1.457 1.191 -0.243
C: -2.107 0.448 0.739
H: -1.120 -5.023 0.869
S: 3.157 -2.034 0.810
C: 2.568 -1.263 -0.505
C: -1.154 -4.631 -2.474
N: 0.037 -4.096 -2.681
C: -3.214 4.396 3.242
C: 2.859 1.048 0.410
C: -3.973 4.690 4.527
C: -0.794 -4.769 -0.129
C: 5.205 1.072 1.236
C: -0.649 -0.696 -1.647
N: 2.144 -1.819 -1.653
C: 0.457 -4.215 -0.337
H: -3.991 5.761 4.710
H: -3.184 0.523 2.584
H: -0.876 3.156 -0.864
H: -0.444 1.295 -2.003
C: 4.322 1.366 0.302
H: 4.616 1.845 -0.622
H: -2.180 4.762 3.320
H: 2.253 -0.881 -3.523
H: -1.886 4.290 1.038
H: 6.249 1.308 1.125
H: 4.916 0.582 2.151
O: 1.789 1.605 -2.234
H: -0.056 -0.162 -3.667
C: 1.984 0.476 -1.844
O: -1.042 -1.620 -0.967
H: 2.632 0.593 1.377
H: -2.605 -5.408 -1.099
H: 2.399 -3.377 -2.986
O: -3.221 2.996 3.051
H: 1.130 -4.023 0.484
H: -0.037 -1.912 -3.301
C: -2.617 2.476 1.950
N: -0.857 0.616 -1.374
C: -2.677 1.087 1.818
C: -1.960 3.216 0.972
H: -4.993 4.324 4.446
N: 2.458 0.115 -0.625
H: -2.160 -0.624 0.650
H: -3.700 4.896 2.392



4.
A structure of composition C5H11NO2 in a non-equilibrium geometry, computed with ωB97M-V with the def2-TZVPD basis set.

Its gap between HOMO and LUMO is 10.12 eV. The calculation puts the HOMO energy at -9.66 eV. The calculation puts the energy relative to the best compared isomer or geometry (same formula, charge and spin) at 104.97 kcal/mol. Its total energy is -402.21086 a.u.

Positions of all 19 atoms, in Å:
C: 2.401 -0.249 -0.123
C: -1.462 -0.601 -0.176
H: -1.533 -0.732 -1.427
H: 0.972 1.716 -0.003
H: 0.918 -1.400 -0.996
H: 0.249 1.124 -1.393
H: -1.085 2.093 -0.465
H: 2.040 0.290 1.752
H: 1.181 -1.509 0.829
H: -3.315 -0.222 -0.378
H: -1.556 -1.778 -0.042
C: -0.176 0.054 0.278
C: 0.978 -0.943 0.027
C: 0.058 1.366 -0.447
N: -2.667 0.162 0.077
H: -0.107 0.358 1.237
O: 3.025 -0.061 -1.114
H: -2.779 0.041 1.305
O: 2.858 0.290 1.060